{
  "formula": "C6H11O7Zn",
  "method": "wB97M-V/def2-TZVPD",
  "max_force_ev_per_a": 1.960,
  "relative_energy_kcal_mol": 14.2,
  "e_tot_ev": -69155.9396,
  "total_charge": -1,
  "gap_ev": 7.90,
  "homo_ev": -5.166,
  "symbols": ["Zn", "C", "C", "O", "O", "H", "H", "H", "C", "C", "O", "O", "H", "H", "H", "C", "C", "O", "O", "H", "H", "H", "O", "H", "H"],
  "positions_angstrom": [[0.74845, -0.24799, 0.23297], [-1.08475, 1.42087, -2.91434], [-0.41711, 0.63718, -1.80847], [0.83818, 0.75965, -1.62841], [-1.09646, 0.02516, -0.95097], [-1.66186, 2.24986, -2.51491], [-1.74358, 0.76854, -3.49052], [-0.31629, 1.79680, -3.58986], [-0.06199, -3.99557, -0.59249], [0.61108, -2.74384, -0.13815], [1.51274, -2.19566, -0.82089], [0.13270, -2.11675, 0.85862], [-0.13346, -4.71552, 0.23068], [0.47080, -4.53761, -1.37788], [-1.07403, -3.87518, -0.97500], [-1.28205, 2.68597, 2.33230], [-0.20501, 1.65371, 2.67423], [0.06729, 0.79068, 1.80094], [0.31922, 1.73785, 3.79904], [-2.11410, 2.72726, 3.03590], [-1.76252, 2.37575, 1.39494], [-0.89452, 3.69091, 2.17027], [2.69236, 0.22345, 0.73791], [2.93768, 1.15610, 0.77474], [3.51724, -0.27162, 0.75935]]
}